No. 1
Molecular formula: C4H11PS2
Method: DFT, the ωB97M-V functional and the def2-TZVPD basis

```
18
Properties=species:S:1:pos:R:3:forces:R:3
C -1.768 0.832 0.034 -0.8 -1.4 3.4
C -1.060 -0.716 1.760 -1.1 0.2 -0.6
C 1.282 0.060 -2.199 -1.4 -0.1 0.4
C -0.785 -0.219 0.384 -3.1 -1.8 1.8
P 1.363 0.410 -0.246 1.7 -0.8 -1.9
S 2.149 2.028 0.543 0.6 0.7 -0.1
S 2.497 -1.361 0.320 0.8 0.5 0.6
H -1.937 1.538 0.855 -0.1 -0.3 0.1
H -1.433 1.388 -0.691 1.6 3.2 -4.5
H -2.697 0.371 -0.267 -0.5 -0.1 0.0
H -2.146 -0.569 1.840 -0.2 -0.6 0.3
H -0.720 -0.069 2.489 1.1 1.4 1.8
H -0.790 -1.720 1.996 0.3 -0.7 0.0
H 2.065 0.410 -2.843 0.8 0.2 0.1
H 1.101 -1.024 -2.406 0.3 0.8 0.6
H 0.366 0.576 -2.564 0.4 -0.2 0.5
H -0.969 -1.101 -0.176 0.7 -0.7 -1.7
H 3.483 -0.833 1.171 -1.2 -0.2 -0.9
```
Forces are in eV/Å.

- HOMO energy (spin up / spin down) (eV) = -5.24 / -9.19
- relative energy (zero: lowest compared OMol25 entry of this formula, charge and spin) (kcal/mol) = 48.3
- 2S+1 = 3
- total charge = 0
- total energy (Eh) = -1296.555793

Taken from the natural (NBO) analysis, the atomic charges in e are: atom 1 (C): -0.652, atom 2 (C): -0.649, atom 3 (C): -0.900, atom 4 (C): -0.206, atom 5 (P): 0.685, atom 6 (S): -0.250, atom 7 (S): -0.335, atom 8 (H): 0.203, atom 9 (H): 0.199, atom 10 (H): 0.214, atom 11 (H): 0.205, atom 12 (H): 0.206, atom 13 (H): 0.214, atom 14 (H): 0.238, atom 15 (H): 0.241, atom 16 (H): 0.227, atom 17 (H): 0.183, atom 18 (H): 0.178

No. 2
Molecular formula: C4H11S2
Method: DFT, the ωB97M-V functional and the def2-TZVPD basis

```
17
Properties=species:S:1:pos:R:3:forces:R:3
C 0.416 0.916 2.488 1.8 0.8 -0.1
S 1.221 -0.686 2.828 -0.3 -0.4 0.3
C 2.035 -1.084 1.237 -0.5 1.5 0.2
H -0.596 1.017 2.862 -0.2 -0.4 -0.2
H 0.523 1.090 1.410 -0.8 -0.1 0.1
H 1.019 1.727 2.957 -0.3 -0.5 -0.1
H 2.718 -1.912 1.392 -0.2 -0.2 -0.1
H 1.297 -1.173 0.434 0.2 -0.4 0.2
H 2.607 -0.188 0.998 0.3 -0.1 -0.2
C -1.343 -0.751 -2.217 -0.6 0.7 -1.3
C -1.633 0.737 -1.944 0.4 -0.4 0.4
S -0.106 1.439 -1.201 -0.3 0.3 0.0
H -0.960 -1.252 -1.331 -0.1 -0.1 -0.1
H -0.604 -0.724 -3.023 0.4 -0.3 0.4
H -2.196 -1.269 -2.699 -0.1 -0.1 0.6
H -2.520 0.866 -1.310 0.2 -0.1 0.2
H -1.879 1.248 -2.880 0.1 -0.1 0.0
```
Forces are in eV/Å.

- HOMO energy (eV) = -2.50
- relative energy (zero: lowest compared OMol25 entry of this formula, charge and spin) (kcal/mol) = 11.6
- total charge = -1
- total energy (Eh) = -955.384484

Taken from the natural (NBO) analysis, the atomic charges in e are: atom 1 (C): -0.758, atom 2 (S): 0.098, atom 3 (C): -0.732, atom 4 (H): 0.216, atom 5 (H): 0.286, atom 6 (H): 0.193, atom 7 (H): 0.210, atom 8 (H): 0.246, atom 9 (H): 0.215, atom 10 (C): -0.621, atom 11 (C): -0.509, atom 12 (S): -0.739, atom 13 (H): 0.204, atom 14 (H): 0.198, atom 15 (H): 0.160, atom 16 (H): 0.164, atom 17 (H): 0.168

No. 3
Molecular formula: C4H11S2
Method: DFT, the ωB97M-V functional and the def2-TZVPD basis

```
17
Properties=species:S:1:pos:R:3:forces:R:3
C -3.008 -1.034 1.126 0.2 0.0 -1.5
S -3.043 0.718 1.562 0.7 -0.2 0.1
C -1.222 1.129 1.309 -1.5 -0.7 -0.8
H -2.407 -1.669 1.771 -0.1 0.1 0.2
H -2.583 -1.038 0.113 0.3 -0.3 0.3
H -3.992 -1.463 0.928 -0.2 0.3 0.7
H -0.637 0.275 0.957 -0.1 -0.3 0.9
H -1.175 1.744 0.413 0.1 0.8 0.5
H -0.956 1.531 2.273 0.8 0.3 -0.3
C 2.461 -0.404 -2.023 -1.0 -0.1 0.6
C 2.224 0.405 -0.726 0.3 0.3 -0.4
S 3.092 -0.310 0.689 0.0 0.0 0.2
H 2.108 -1.428 -1.871 0.1 0.0 0.0
H 3.528 -0.465 -2.236 0.0 0.2 -0.1
H 1.884 0.017 -2.860 0.3 0.0 -0.1
H 1.169 0.572 -0.459 -0.1 -0.5 -0.4
H 2.556 1.420 -0.966 0.3 0.2 0.2
```
Forces are in eV/Å.

- HOMO energy (eV) = -2.30
- relative energy (zero: lowest compared OMol25 entry of this formula, charge and spin) (kcal/mol) = 18.4
- total charge = -1
- total energy (Eh) = -955.373562

Taken from the natural (NBO) analysis, the atomic charges in e are: atom 1 (C): -0.749, atom 2 (S): 0.104, atom 3 (C): -0.709, atom 4 (H): 0.218, atom 5 (H): 0.215, atom 6 (H): 0.218, atom 7 (H): 0.250, atom 8 (H): 0.220, atom 9 (H): 0.229, atom 10 (C): -0.619, atom 11 (C): -0.526, atom 12 (S): -0.724, atom 13 (H): 0.193, atom 14 (H): 0.202, atom 15 (H): 0.164, atom 16 (H): 0.156, atom 17 (H): 0.158

No. 4
Molecular formula: C4H12
Method: DFT, the ωB97M-V functional and the def2-TZVPD basis

```
16
Properties=species:S:1:pos:R:3:forces:R:3
C 1.613 -1.863 1.563 -1.3 -3.1 -0.9
C 1.328 -0.400 1.492 -1.2 0.1 -0.8
H 1.174 -2.445 2.483 1.9 1.2 -1.0
H 0.929 -2.381 0.830 0.4 0.6 0.3
H 2.591 -2.143 1.086 -0.5 0.0 1.4
H 0.809 -0.201 0.548 0.8 0.1 -0.1
H 2.204 0.242 1.578 -0.3 0.2 0.4
H 0.474 -0.227 2.141 0.4 0.7 0.8
C -0.942 0.639 -1.082 3.3 2.4 -1.9
C -1.885 1.557 -1.808 -1.3 3.8 1.0
H -0.001 0.581 -1.852 -1.5 0.2 2.0
H -0.588 1.056 -0.092 -0.5 -0.4 -1.2
H -1.183 -0.346 -0.989 -1.1 -2.7 0.4
H -2.976 1.602 -1.671 0.1 -1.1 0.6
H -1.683 2.619 -1.336 0.0 -1.5 -1.2
H -1.865 1.711 -2.891 0.8 -0.5 0.1
```
Forces are in eV/Å.

- HOMO energy (spin up / spin down) (eV) = 1.42 / -7.20
- relative energy (zero: lowest compared OMol25 entry of this formula, charge and spin) (kcal/mol) = 37.6
- 2S+1 = 2
- total charge = -1
- total energy (Eh) = -159.470271

Taken from the natural (NBO) analysis, the atomic charges in e are: atom 1 (C): -0.712, atom 2 (C): -0.765, atom 3 (H): 0.195, atom 4 (H): 0.202, atom 5 (H): 0.202, atom 6 (H): 0.225, atom 7 (H): 0.198, atom 8 (H): 0.203, atom 9 (C): -1.060, atom 10 (C): -0.804, atom 11 (H): 0.160, atom 12 (H): 0.193, atom 13 (H): 0.196, atom 14 (H): 0.198, atom 15 (H): 0.175, atom 16 (H): 0.195

No. 5
Molecular formula: C4H12
Method: DFT, the ωB97M-V functional and the def2-TZVPD basis

```
16
Properties=species:S:1:pos:R:3:forces:R:3
C -1.747 -1.128 -1.254 1.8 -0.5 -2.0
C -0.491 -1.785 -0.623 0.3 0.6 2.4
H -1.364 -0.444 -2.083 -0.8 -0.5 1.0
H -2.303 -1.925 -1.766 -0.3 0.3 0.2
H -2.367 -0.603 -0.557 -0.3 0.3 0.4
H 0.393 -1.061 -0.623 -1.1 -0.9 0.1
H -0.163 -2.712 -1.109 -0.2 0.2 -0.1
H -0.715 -2.046 0.508 0.6 0.4 -2.1
C 1.211 2.053 0.467 -0.5 1.6 0.1
C 1.014 0.879 1.399 0.1 -1.8 -0.8
H 1.167 1.774 -0.678 0.4 0.6 2.3
H 0.391 2.798 0.713 0.6 -0.7 -0.7
H 2.111 2.624 0.857 -0.5 -0.7 -1.2
H 1.635 0.030 1.067 0.3 0.3 0.2
H 0.030 0.410 1.287 -0.2 0.5 0.3
H 1.257 1.048 2.447 -0.2 0.3 0.0
```
Forces are in eV/Å.

- HOMO energy (spin up / spin down) (eV) = 1.52 / -7.50
- relative energy (zero: lowest compared OMol25 entry of this formula, charge and spin) (kcal/mol) = 17.1
- 2S+1 = 2
- total charge = -1
- total energy (Eh) = -159.502936

Taken from the natural (NBO) analysis, the atomic charges in e are: atom 1 (C): -0.797, atom 2 (C): -0.902, atom 3 (H): 0.185, atom 4 (H): 0.184, atom 5 (H): 0.199, atom 6 (H): 0.187, atom 7 (H): 0.189, atom 8 (H): 0.172, atom 9 (C): -0.783, atom 10 (C): -0.778, atom 11 (H): 0.199, atom 12 (H): 0.182, atom 13 (H): 0.183, atom 14 (H): 0.190, atom 15 (H): 0.201, atom 16 (H): 0.189

No. 6
Molecular formula: C4H12
Method: DFT, the ωB97M-V functional and the def2-TZVPD basis

```
16
Properties=species:S:1:pos:R:3:forces:R:3
C -0.861 -1.971 -0.069 0.7 0.1 -0.7
C 0.317 -1.858 -1.073 -0.5 -0.8 0.1
H -1.836 -1.875 -0.549 0.0 0.3 0.1
H -0.854 -2.947 0.416 0.0 0.0 0.1
H -0.702 -1.204 0.685 -0.5 -0.1 0.3
H 0.071 -2.263 -2.057 0.0 -0.2 0.1
H 1.110 -2.474 -0.639 0.4 0.3 -0.3
H 0.657 -0.843 -1.251 0.0 0.1 0.2
C 0.822 1.402 0.426 0.3 1.3 -0.4
C -0.275 2.432 0.745 -0.4 -0.3 -0.1
H 1.739 1.638 0.967 0.0 -0.4 0.3
H 0.480 0.392 0.561 0.1 -0.1 0.2
H 1.121 1.531 -0.616 -0.1 -0.3 -0.2
H -0.152 2.916 1.715 0.0 0.0 0.0
H -0.402 3.206 -0.015 0.3 0.1 0.0
H -1.234 1.916 0.752 -0.2 0.0 0.2
```
Forces are in eV/Å.

- HOMO energy (spin up / spin down) (eV) = 1.64 / -7.91
- relative energy (zero: lowest compared OMol25 entry of this formula, charge and spin) (kcal/mol) = 9.2
- 2S+1 = 2
- total charge = -1
- total energy (Eh) = -159.515493

Taken from the natural (NBO) analysis, the atomic charges in e are: atom 1 (C): -1.000, atom 2 (C): -0.735, atom 3 (H): 0.183, atom 4 (H): 0.178, atom 5 (H): 0.185, atom 6 (H): 0.188, atom 7 (H): 0.184, atom 8 (H): 0.197, atom 9 (C): -0.745, atom 10 (C): -0.786, atom 11 (H): 0.185, atom 12 (H): 0.209, atom 13 (H): 0.188, atom 14 (H): 0.185, atom 15 (H): 0.186, atom 16 (H): 0.198

The lowest relative energy (zero: lowest compared OMol25 entry of this formula, charge and spin) belongs to which entry?
number 6